[1]
C39H41F6N8O5 | ωB97M-V with the def2-TZVPD basis set

Its HOMO-LUMO gap is 3.38 eV. The total charge is +1. The HOMO energy comes out at -9.182 eV. Its LUMO energy is -5.80 eV. Its spin multiplicity is 1. For the total energy, the calculation gives -2923.8062 a.u.

Last column: Mulliken charge in e.
Geometry (Å):
O: 5.92859 -1.09219 3.67638  -0.4415
C: 4.87715 -1.36973 3.16024  -0.3243
O: 3.87309 -1.94511 3.85735  -0.3615
C: 4.75413 -1.07198 1.67444  1.4411
C: 5.53889 -1.84030 0.81489  -0.7475
C: 5.47671 -1.61008 -0.52312  -0.6061
N: 4.69478 -0.63194 -0.99432  0.2434
C: 3.94298 0.10505 -0.19029  -0.3756
C: 3.91273 -0.08040 1.15872  0.2701
C: 3.02483 0.73407 2.09351  -0.5383
O: 3.51029 1.69009 2.63532  -0.5081
C: 1.51843 0.38110 2.40650  1.3924
F: 1.01052 1.50986 2.91319  -0.3063
F: 1.39244 -0.54256 3.36170  -0.2766
C: 0.63772 0.03790 1.15206  0.2051
F: -0.57184 0.55191 1.39415  -0.2844
F: 1.08117 0.68085 0.05002  -0.2923
C: 0.37132 -1.48798 0.85830  1.2827
F: -0.04615 -1.52914 -0.44481  -0.3264
F: -0.63655 -1.89149 1.60106  -0.2579
C: 1.58441 -2.43190 0.94937  -0.2001
O: 1.85987 -3.06580 1.93534  -0.5043
O: 2.33428 -2.56905 -0.16931  -0.3064
H: 4.18659 -2.79415 4.20371  0.3786
H: 6.18201 -2.63617 1.17783  0.5565
H: 6.04047 -2.18824 -1.25134  0.5153
H: 4.64320 -0.45825 -1.99107  0.2489
H: 3.31618 0.86930 -0.64422  0.6049
H: 3.07875 -3.14201 0.06201  0.3914
N: -3.72275 2.50848 -0.82843  0.2493
C: -5.04215 2.83322 -0.68472  -0.8387
C: -5.55577 2.06936 0.33127  -0.6095
C: -4.50078 1.25463 0.82268  -0.1777
C: -3.38355 1.55206 0.08779  -1.2868
H: -3.09833 2.90950 -1.50491  0.2687
H: -5.50177 3.57507 -1.31579  0.3925
H: -6.57438 2.09201 0.68402  0.6475
H: -4.55663 0.53415 1.62265  0.3945
H: -2.38224 1.16641 0.13504  0.9090
N: -7.46322 -0.03554 -1.71172  0.1740
C: -7.68873 -0.86669 -2.77478  -0.4283
C: -9.01105 -1.22523 -2.75764  -0.4986
C: -9.60801 -0.58030 -1.64257  -0.6814
C: -8.62818 0.14766 -1.01982  -0.2624
H: -6.57729 0.37931 -1.47388  0.2242
H: -6.89113 -1.13149 -3.44896  0.3398
H: -9.49666 -1.87601 -3.46595  0.4014
H: -10.63834 -0.64283 -1.33371  0.3948
H: -8.65973 0.77728 -0.14642  0.3497
N: 3.34897 2.40877 5.66168  0.0448
C: 2.69536 3.45756 6.25059  -0.3600
C: 3.22541 3.63485 7.50029  -0.6184
C: 4.24258 2.65830 7.67214  -0.5933
C: 4.29694 1.91911 6.52135  -0.3415
H: 3.16326 2.05343 4.74272  0.3272
H: 1.91214 3.98363 5.73127  0.3713
H: 2.91944 4.38233 8.21302  0.3886
H: 4.86300 2.51635 8.54137  0.3946
H: 4.92491 1.08966 6.24026  0.3771
N: -1.81114 -0.08447 -2.48856  0.4217
C: -1.34568 0.80149 -3.42531  -0.5124
C: -2.41601 1.23541 -4.16208  -0.9081
C: -3.57307 0.59012 -3.64753  -0.3066
C: -3.16822 -0.21403 -2.61601  -0.5187
H: -1.24479 -0.56288 -1.81250  0.1900
H: -0.29749 1.04372 -3.48661  0.4411
H: -2.37546 1.93728 -4.97874  0.4043
H: -4.58650 0.70514 -3.99581  0.4489
H: -3.72561 -0.86537 -1.96373  0.4628
N: 6.83761 -1.26022 -4.22600  0.0917
C: 7.74532 -0.36860 -4.74763  -0.4431
C: 8.56152 -1.05728 -5.59744  -0.6030
C: 8.13525 -2.41535 -5.59848  -0.6877
C: 7.07171 -2.51468 -4.74899  -0.3439
H: 6.12449 -1.02801 -3.56879  0.1371
H: 7.72774 0.67081 -4.46635  0.3823
H: 9.37724 -0.63696 -6.16103  0.4133
H: 8.56461 -3.22595 -6.16289  0.4365
H: 6.46275 -3.35906 -4.46887  0.4856
N: -7.88789 1.21559 4.92187  -0.0022
C: -7.05352 1.35537 3.84605  -0.5768
C: -6.70498 2.67716 3.75311  0.1561
C: -7.35032 3.36036 4.81812  -0.8790
C: -8.06976 2.43165 5.52177  -0.4617
H: -8.30250 0.35377 5.22450  0.1834
H: -6.78287 0.50539 3.24180  0.3647
H: -6.05842 3.10670 3.00558  0.4811
H: -7.29243 4.41271 5.04150  0.3811
H: -8.69413 2.53043 6.39349  0.3784
N: 3.83804 -2.26614 -4.30225  0.3428
C: 3.52174 -3.11300 -5.33031  -0.2663
C: 2.19282 -3.42053 -5.23148  -0.8565
C: 1.67666 -2.73198 -4.10397  -0.4356
C: 2.70727 -2.02472 -3.54781  -0.0617
H: 4.75603 -1.88914 -4.13924  0.0957
H: 4.27004 -3.42189 -6.04060  0.4449
H: 1.64739 -4.06829 -5.89671  0.4267
H: 0.66128 -2.75330 -3.74307  0.4574
H: 2.73298 -1.37801 -2.68552  0.0102



[2]
C4H6OS | ωB97M-V with the def2-TZVPD basis set

Its HOMO-LUMO gap is 7.90 eV. The HOMO energy comes out at -8.871 eV. Its LUMO energy is -0.97 eV. The SMILES is CC(=O)C(C)=S. Its spin multiplicity is 1. As for the energy relative to the best compared isomer or geometry (same formula, charge and spin): 104.9 kJ/mol. For the total energy, the calculation gives -629.4072 a.u.

Last column: Mulliken charge in e.
Geometry (Å):
C: 0.36576 0.89446 1.72327  -1.1529
C: -0.36613 0.33395 0.49601  0.7013
C: 0.49997 -0.23504 -0.70144  0.2520
C: -0.41746 -0.95948 -1.68773  -0.9151
H: 0.98730 1.71833 1.44329  0.3620
H: 0.85885 0.05861 2.28251  0.2953
H: -0.44016 1.27630 2.36156  0.3208
H: -1.37289 -0.41609 -1.70275  0.2924
H: 0.00923 -0.91679 -2.68926  0.3331
H: -0.63939 -1.97773 -1.27511  0.2684
O: -1.56267 0.31346 0.50727  -0.5140
S: 2.07758 -0.08998 -0.75762  -0.2433



[3]
CH3NO3 | ωB97M-V with the def2-TZVPD basis set

Its HOMO-LUMO gap is 10.58 eV. The HOMO energy comes out at -10.456 eV. Its LUMO energy is 0.12 eV. The SMILES is COON=O. Its spin multiplicity is 1. As for the energy relative to the best compared isomer or geometry (same formula, charge and spin): 425.3 kJ/mol. For the total energy, the calculation gives -320.1806 a.u.

Last column: Mulliken charge in e.
Geometry (Å):
C: 0.07778 0.14402 -0.07636  -0.4400
N: -2.30472 1.84235 -1.10855  0.2789
O: -3.28671 2.40974 -0.77395  -0.3412
O: -0.10858 1.39276 -0.70698  -0.1958
O: -1.25264 2.03635 -0.22733  -0.0268
H: 1.01651 -0.21479 -0.49260  0.2312
H: -0.73071 -0.55109 -0.32094  0.2456
H: 0.16634 0.25338 1.00735  0.2480



[4]
C30H15AlCl7N3O4 | ωB97M-V with the def2-TZVPD basis set

Its HOMO-LUMO gap (spin up / spin down) is 6.25 / 6.08 eV. The HOMO energy (spin up / spin down) comes out at -6.935 / -6.790 eV. Its LUMO energy (spin up / spin down) is -0.68 / -0.71 eV. Its spin multiplicity is 1. As for the energy relative to the best compared isomer or geometry (same formula, charge and spin): 1262.0 kJ/mol. For the total energy, the calculation gives -5081.0749 a.u.

Last column: Mulliken charge in e.
Geometry (Å):
Al: 0.10688 0.69547 -0.31184  0.3981
Cl: -2.96041 4.99898 1.47553  -0.0944
C: -2.33806 3.48633 -0.67782  0.5761
C: -2.86801 4.65313 -0.20640  -1.1110
C: 0.08027 7.57399 -2.21782  -0.0880
Cl: -0.68756 7.28282 -3.73510  -0.0634
C: 1.41222 3.97575 0.65766  -1.4742
C: 2.55852 4.30040 -0.07390  -0.0231
C: 3.26332 3.35280 -0.83771  -0.8509
C: 2.80670 2.05474 -0.92309  -0.1263
N: 1.73805 1.69146 -0.18860  0.2485
C: 1.16273 2.64669 0.55581  1.0451
C: -1.72277 2.50028 -1.02953  0.3835
O: -1.04043 1.46466 -1.36780  -0.4466
H: -3.45817 5.32148 -0.81279  0.4858
H: 2.91912 5.32438 -0.08474  0.5336
H: 4.14409 3.64202 -1.39391  0.4098
H: 3.25062 1.29919 -1.55480  0.4788
Cl: -0.85222 5.25970 5.96782  -0.1944
C: -0.59790 4.28386 4.57091  0.1391
C: -0.62882 2.89379 4.68841  0.3668
Cl: -0.91072 2.14913 6.21385  -0.2013
C: -0.40601 2.09110 3.57060  0.0082
Cl: -0.29330 0.37610 3.67689  -0.1871
C: -0.23467 2.73008 2.36280  -0.2616
O: 0.07260 2.01991 1.17706  -0.3580
C: -0.15193 4.08739 2.23502  0.1523
Cl: -0.23338 6.28936 -1.17037  0.1333
C: -0.32012 4.88649 3.33826  0.1787
Cl: -0.18167 6.59897 3.20920  -0.1811
O: -2.07866 -1.46306 2.26035  -0.6165
C: -1.36871 -1.76510 1.34800  -0.0597
N: -1.13005 -3.02463 0.84779  -0.0341
C: -0.35727 -3.04106 -0.38926  4.0917
C: -0.08478 -1.55664 -0.46836  -1.2406
O: 0.55843 -0.87933 -1.32692  -0.6394
N: -0.60115 -0.87682 0.53287  0.4998
C: 0.99793 -3.73847 -0.25197  -0.6370
C: 1.72568 -4.06279 -1.39302  -0.1028
C: 2.98591 -4.62666 -1.27650  -0.9515
C: 3.53073 -4.86566 -0.02195  -0.3944
C: 2.81279 -4.53095 1.11533  -0.9026
C: 1.55087 -3.96307 1.00197  -0.4061
C: -1.20223 -3.54269 -1.55280  -0.4633
C: -1.93327 -2.66722 -2.34690  -0.2498
C: -2.77406 -3.15960 -3.33523  -0.9139
C: -2.89467 -4.52650 -3.53049  -0.4518
C: -2.17064 -5.40400 -2.73512  -0.9095
C: -1.32596 -4.91438 -1.75183  -0.1459
H: -1.70546 -3.79820 1.13491  0.2467
H: 1.30674 -3.87340 -2.37297  0.5094
H: 3.54321 -4.88094 -2.16847  0.4112
H: 4.51305 -5.31049 0.06728  0.4143
H: 3.23254 -4.70998 2.09638  0.4254
H: 0.99275 -3.70233 1.89143  0.4472
H: -1.85347 -1.59477 -2.21227  0.4979
H: -3.33483 -2.46949 -3.95134  0.4411
H: -3.55079 -4.90841 -4.30131  0.4019
H: -2.26093 -6.47218 -2.88212  0.3998
H: -0.75268 -5.60157 -1.14106  0.4561



[5]
C7H17NO | ωB97M-V with the def2-TZVPD basis set

Its HOMO-LUMO gap is 9.79 eV. The HOMO energy comes out at -8.989 eV. Its LUMO energy is 0.80 eV. The SMILES is CCN(C)C(C)=O.CC. Its spin multiplicity is 1. As for the energy relative to the best compared isomer or geometry (same formula, charge and spin): 259.9 kJ/mol. For the total energy, the calculation gives -406.8313 a.u.

Last column: Mulliken charge in e.
Geometry (Å):
C: -1.13672 -1.85138 -1.68869  -0.5052
C: -2.16475 -1.79646 -0.48916  -0.7779
C: -0.84943 0.56807 -1.63187  -0.9425
C: 1.48214 -2.05822 -0.50318  -1.2496
C: 1.16414 -0.74946 -1.09136  0.8429
O: 1.75205 0.30557 -1.06055  -0.6243
N: -0.17880 -0.73961 -1.41608  -0.0594
H: -0.71415 -2.85259 -1.53643  0.2078
H: -1.57769 -1.79121 -2.60051  0.4656
H: -3.14641 -1.39516 -0.73565  0.2933
H: -1.67482 -1.12139 0.31747  0.1777
H: -0.26140 1.42026 -1.95818  0.2989
H: 1.00753 -2.82966 -1.08113  0.3646
H: -2.40213 -2.91388 -0.15747  0.2887
H: -1.59084 0.49350 -2.32012  0.3421
H: -1.11790 0.77314 -0.52808  0.2184
H: 2.50836 -2.36659 -0.32960  0.3645
H: 0.94882 -2.07063 0.42670  0.2937
C: 0.27861 2.62786 2.60951  -0.8495
C: 1.66205 2.59937 1.92846  -0.8229
H: 0.33049 1.78741 3.34503  0.2056
H: 0.12912 3.64544 3.07339  0.2698
H: -0.59343 2.51191 2.12174  0.3802
H: 1.73458 2.97968 0.90781  0.2560
H: 2.10372 1.62811 1.81817  0.2646
H: 2.30683 3.19592 2.57975  0.2971



[6]
C2HN3O2 | ωB97M-V with the def2-TZVPD basis set

Its HOMO-LUMO gap is 9.08 eV. The HOMO energy comes out at -10.394 eV. Its LUMO energy is -1.31 eV. The SMILES is O=c1cnonn1. Its spin multiplicity is 1. As for the energy relative to the best compared isomer or geometry (same formula, charge and spin): 510.2 kJ/mol. For the total energy, the calculation gives -391.4064 a.u.

Last column: Mulliken charge in e.
Geometry (Å):
C: 0.89911 -0.30366 -0.01711  0.5276
C: 0.16378 0.94350 0.12255  -0.0937
H: 0.69202 1.82014 0.13262  0.4550
N: -1.11502 0.96413 -0.05210  -0.2133
N: -1.11310 -1.46162 -0.00412  0.0548
N: 0.12095 -1.47741 0.08698  -0.1606
O: 2.12673 -0.28439 -0.13889  -0.4965
O: -1.77448 -0.20069 -0.12993  -0.0733



[7]
C5H9NO3 | ωB97M-V with the def2-TZVPD basis set

Its HOMO-LUMO gap (spin up / spin down) is 7.30 / 7.30 eV. The HOMO energy (spin up / spin down) comes out at -6.830 / -6.829 eV. Its LUMO energy (spin up / spin down) is 0.47 / 0.47 eV. Its spin multiplicity is 1. As for the energy relative to the best compared isomer or geometry (same formula, charge and spin): 428.7 kJ/mol. For the total energy, the calculation gives -476.2809 a.u.

Last column: Mulliken charge in e.
Geometry (Å):
C: 0.10912 -1.21599 0.01194  -0.3672
C: -0.57351 -1.99729 1.08933  -1.0776
C: 2.17373 1.26755 0.13372  -1.2063
N: -0.11470 0.15430 0.06874  -0.0793
C: -1.57615 1.01963 -0.57051  0.5072
C: 1.13400 0.60362 -0.72289  0.7340
O: -2.32393 0.15305 -1.25348  -0.3863
O: -1.78882 2.18227 -0.39279  -0.4935
O: 1.11280 0.58771 -1.91836  -0.5086
H: -3.12254 0.60629 -1.58488  0.3344
H: -0.08885 0.54306 1.00713  0.3768
H: 0.07440 -1.61558 -0.99374  0.2778
H: -0.30241 -3.04966 1.01845  0.3574
H: -1.67102 -1.93127 1.00007  0.2346
H: -0.30831 -1.65383 2.09512  0.2799
H: 3.07332 1.42574 -0.45530  0.3564
H: 1.80055 2.24722 0.44752  0.3232
H: 2.39232 0.67320 1.01993  0.3372



[8]
C3H3FO3 | ωB97M-V with the def2-TZVPD basis set

Its HOMO-LUMO gap is 9.79 eV. The HOMO energy comes out at -9.602 eV. Its LUMO energy is 0.19 eV. The SMILES is C=C=O.O=C=O.F. Its spin multiplicity is 1. As for the energy relative to the best compared isomer or geometry (same formula, charge and spin): 32.1 kJ/mol. For the total energy, the calculation gives -441.6858 a.u.

Last column: Mulliken charge in e.
Geometry (Å):
C: -1.35186 0.00055 -0.82723  0.8059
C: 1.90373 -0.42345 0.52682  0.7769
C: -0.56226 0.32337 -1.78712  -0.9604
O: -2.03894 -0.03979 0.08302  -0.3016
O: 2.37929 -1.32442 0.04206  -0.2782
O: 1.42920 0.53462 1.10261  -0.5187
F: -1.13770 -0.09850 2.80590  -0.4020
H: -0.36170 0.10416 2.28090  0.4041
H: 0.34218 0.95951 -1.41818  0.2140
H: -0.60195 -0.03605 -2.80878  0.2600



[9]
C10H36N2O7 | ωB97M-V with the def2-TZVPD basis set

Its HOMO-LUMO gap is 6.74 eV. The HOMO energy comes out at -7.041 eV. Its LUMO energy is -0.31 eV. Its spin multiplicity is 1. As for the energy relative to the best compared isomer or geometry (same formula, charge and spin): 1917.5 kJ/mol. For the total energy, the calculation gives -1038.0148 a.u.

Last column: Mulliken charge in e.
Geometry (Å):
O: -5.59917 7.05663 3.06276  -0.8488
H: -5.66184 7.39118 2.16812  0.3104
H: -5.91969 6.15652 3.00538  0.5793
O: -7.16453 9.32177 -0.67768  -0.8723
H: -6.89606 9.51195 -1.57656  0.3494
H: -7.35004 10.17975 -0.29600  0.3124
O: -6.26408 7.44621 -0.50890  -0.6279
H: -5.55557 7.13595 -1.07281  0.2751
H: -6.71842 8.10457 -1.03460  0.0248
O: -7.88882 7.79052 0.93772  -0.7136
H: -8.09956 8.67995 0.65360  0.3427
H: -6.97588 7.66574 0.67848  0.5279
C: -5.83941 5.44202 0.79824  -1.3574
C: -6.29730 4.52422 1.92525  0.9423
C: -5.24190 3.40739 2.40627  -1.2104
O: -5.96612 2.41508 3.08947  -0.3232
C: -5.24559 1.64239 3.91711  -0.8164
N: -6.75184 5.40011 3.02424  -0.7993
H: -4.89444 5.84088 1.16708  0.4468
H: -6.53786 6.22509 0.50316  1.0790
H: -5.60174 4.87436 -0.10141  0.5276
H: -7.17907 4.04171 1.50364  0.3746
H: -4.53418 3.91053 3.06511  0.4092
H: -4.72421 3.08812 1.50175  0.3718
H: -4.28866 1.34310 3.48953  0.3238
H: -5.94142 0.85780 4.21434  0.2386
H: -4.91203 2.15102 4.82162  0.3373
H: -7.51168 5.93658 2.63063  0.8133
H: -7.22426 4.77073 3.65733  0.4897
C: -9.33245 10.72861 -2.29076  -1.4237
C: -9.96002 9.36922 -2.51560  0.6984
C: -9.02114 8.21979 -2.09614  0.6634
O: -9.51928 6.98578 -2.47043  -0.3705
C: -8.77552 6.33281 -3.50402  -0.7754
N: -11.05577 9.27034 -1.56252  -0.8219
H: -8.58166 10.87827 -3.06666  0.3711
H: -9.11247 10.91323 -1.23928  0.1409
H: -10.05915 11.51889 -2.47905  0.4130
H: -10.17864 9.33593 -3.58293  0.3554
H: -8.79021 8.20658 -1.03096  -0.7814
H: -8.03398 8.39648 -2.52322  0.5637
H: -9.04495 5.29382 -3.69381  0.3124
H: -7.71054 6.25011 -3.28704  0.2436
H: -8.78675 6.84034 -4.46859  0.3165
H: -11.34223 8.30304 -1.61121  0.3841
H: -10.66552 9.36819 -0.63611  0.2599
C: -10.01969 6.09468 1.81651  -1.0546
C: -8.65808 6.09178 2.54344  -0.9508
O: -7.78531 5.73447 1.54163  -0.5293
H: -10.79458 6.63975 2.35554  0.4287
H: -10.32640 5.07464 1.58513  0.2724
H: -10.06882 6.68402 0.90089  0.0072
H: -8.62678 5.37174 3.36116  0.4808
H: -8.50465 6.99239 3.13798  0.3408
H: -7.47405 6.57013 1.18614  -1.0515